No. 1
The following is a DFT calculation (ωB97M-V/def2-TZVPD) of a molecular structure, C28H29InN3O9 at a distorted geometry.

Last column: Mulliken charge in e.
CARTESIAN COORDINATES (ANGSTROEM)
In -0.998 -1.927 -0.985  1.0069
O -2.057 3.906 -6.178  -0.5979
O -1.588 -3.562 0.183  -0.6826
O 2.154 5.582 5.291  -0.6102
O -1.127 4.208 -4.249  -0.5619
O 2.176 -4.702 -0.320  -0.5671
O 4.213 5.056 4.882  -0.6090
O -2.317 -3.678 2.339  -0.6529
O 3.363 -6.298 -1.173  -0.6218
O -2.431 -1.187 -2.317  -0.7471
N 2.601 -5.847 -0.328  0.9684
N -1.906 4.524 -5.134  1.0162
N 3.008 4.875 4.774  0.9969
C -2.714 5.729 -4.932  0.0562
C -0.033 -2.789 2.243  0.3771
C -2.546 6.482 -3.772  -0.2682
C 1.192 3.520 3.789  -0.2342
C -3.631 6.114 -5.907  -0.3257
C -1.638 -0.523 -3.355  -0.2063
C 2.500 -1.675 3.854  -0.4262
C 2.203 -8.902 1.796  -0.4157
C 0.769 2.454 3.002  -0.6524
C 2.163 -6.742 0.745  -0.3176
C 0.833 -7.135 2.708  -0.4107
C 2.603 -2.020 2.334  -0.7130
C -4.211 8.033 -4.569  -0.3671
C -2.364 0.752 -3.986  -0.3437
C 1.105 -1.934 4.525  -0.4010
C 2.639 -8.051 0.787  -0.4245
C -2.526 1.914 -2.854  -0.8053
C 1.299 -8.446 2.752  -0.4317
C 1.362 -2.560 1.592  0.3398
C 3.067 1.832 2.596  -0.4829
C -4.381 7.271 -5.720  -0.4228
C 1.705 1.614 2.407  -0.2956
C 3.499 2.897 3.378  -0.2135
C -1.367 -3.350 1.551  0.6651
C -0.144 -2.449 3.778  -0.7166
C 1.266 -6.276 1.704  0.2404
C 2.557 3.739 3.967  -0.0373
C -3.298 7.639 -3.595  -0.4782
H -4.792 8.939 -4.429  0.3593
H 1.479 -2.780 0.468  0.1817
H 0.896 -5.256 1.681  0.3152
H -5.096 7.581 -6.475  0.3580
H 1.370 0.786 1.789  0.4095
H 0.453 4.167 4.248  0.4320
H -1.225 -1.268 -4.134  0.2015
H -2.830 1.403 -1.882  0.3566
H -0.311 -0.655 0.117  -0.2880
H -3.771 5.530 -6.810  0.4310
H 2.565 -9.925 1.837  0.3604
H 4.563 3.057 3.516  0.4197
H 3.791 1.172 2.129  0.4194
H 1.033 -1.712 5.654  0.2781
H -0.702 -0.120 -2.796  0.1284
H 3.402 -1.267 4.417  0.3582
H 3.578 -1.851 1.777  0.3567
H -3.353 0.516 -4.504  0.3198
H 0.378 -2.530 -2.017  -0.3263
H -3.275 2.713 -3.208  0.1511
H -3.171 8.236 -2.698  0.3625
H -1.510 2.442 -2.737  0.1514
H 0.954 -9.116 3.534  0.3659
H -1.128 -2.621 4.338  0.3665
H -1.839 6.186 -3.006  0.4301
H 3.341 -8.419 0.047  0.4376
H -1.639 1.209 -4.764  0.1816
H 0.130 -6.784 3.455  0.4302
H -0.291 2.278 2.851  0.4256

Cartesian forces, eV/Å:
In 1.184 0.630 -0.765
O -0.001 0.350 0.435
O 1.741 1.130 4.087
O 0.435 -0.289 -0.208
O -0.324 0.415 -0.579
O 0.373 -0.873 -0.071
O -0.533 -0.038 -0.003
O 3.526 1.208 -1.895
O -0.254 0.118 0.387
O 0.868 0.584 -1.297
N 0.061 0.563 -0.455
N 0.481 -0.666 -0.011
N 0.099 0.304 0.227
C -0.488 0.715 0.137
C 2.877 1.390 2.328
C 0.060 -0.005 0.065
C -0.069 0.024 0.011
C -0.031 -0.016 -0.088
C 0.253 0.238 1.239
C -3.530 -1.830 -2.791
C -0.104 0.249 0.016
C 0.276 0.075 0.061
C -0.324 -0.547 0.666
C 0.171 -0.178 -0.102
C -3.301 -0.273 2.474
C 0.014 -0.022 -0.004
C 0.929 0.715 0.269
C 0.643 -0.242 -2.317
C 0.066 -0.090 -0.052
C 0.316 -0.622 -0.711
C 0.015 0.057 -0.032
C -0.504 0.632 1.911
C -0.199 0.238 0.161
C 0.176 -0.032 0.219
C -0.058 -0.129 -0.116
C 0.116 -0.036 -0.039
C -3.425 -1.644 -0.173
C 3.330 0.189 -1.893
C -0.035 0.116 -0.066
C -0.256 -0.575 -0.418
C -0.069 -0.105 -0.244
H 0.058 -0.111 -0.010
H -0.277 0.438 2.087
H 0.139 -0.111 -0.156
H 0.092 -0.080 0.064
H 0.002 0.050 0.084
H 0.264 0.024 0.011
H -0.866 1.082 0.888
H 0.217 0.915 -1.229
H -0.582 -0.251 -0.286
H 0.179 -0.061 0.210
H -0.012 0.122 -0.048
H -0.201 0.156 0.093
H -0.075 0.080 0.074
H -0.018 -0.385 -2.028
H -1.013 -0.182 -1.296
H -1.558 -0.661 -0.757
H -1.509 -0.337 0.739
H 1.283 0.149 0.839
H -0.523 0.043 0.283
H 0.919 -1.220 0.726
H 0.013 -0.113 -0.087
H -1.596 -0.939 0.022
H 0.040 0.076 -0.084
H 1.699 0.313 -1.084
H -0.051 -0.145 -0.232
H -0.117 0.247 0.005
H -1.221 -0.885 0.929
H 0.073 0.043 -0.141
H 0.133 0.017 0.024

Properties
Kohn-Sham gap (eV): 6.347
ΔE to the lowest compared entry with this formula, charge and spin (eV): 4.877
Multiplicity: 1
Highest occupied orbital energy (eV): -5.33
Charge: -1

***

No. 2
The following is a DFT calculation (ωB97M-V/def2-TZVPD) of 2 unconnected molecules or ions with the total composition C28H29NO4S at a distorted geometry.

Last column: Mulliken charge in e.
CARTESIAN COORDINATES (ANGSTROEM)
S -2.991 -2.083 -1.681  0.9608
O -2.950 -1.816 -3.163  -0.6406
O -3.182 -1.057 -0.600  -0.7153
O 0.231 -4.489 -1.206  -0.4003
O -0.133 -2.734 -2.609  -0.7248
N -0.767 4.917 1.215  0.1827
C -0.338 4.254 0.096  0.2683
C 0.700 4.175 4.578  -0.7220
C 3.594 2.348 0.492  -1.0683
C 4.747 1.657 0.763  -0.2841
C 2.733 0.422 -0.679  -1.1142
C 6.114 -0.425 0.778  -1.5363
C -5.073 -3.287 -0.339  -0.2255
C 4.896 0.330 0.372  1.1596
C -1.968 5.749 1.294  -0.9537
C -0.117 4.814 3.677  -0.9201
C -4.786 -3.918 -2.624  -0.2564
C 1.406 -4.575 -1.965  0.0489
C 0.931 3.552 1.877  1.2937
C 1.296 2.419 -0.418  -0.7682
C 3.876 -0.270 -0.365  -0.7739
C 1.623 3.220 4.149  -0.9112
C 0.723 3.386 0.445  1.0227
C -5.851 -4.789 -2.522  -0.5771
C 2.441 -5.468 -1.313  -1.2202
C 1.750 2.908 2.817  -0.2176
C -6.137 -4.160 -0.234  -0.5479
C -0.966 4.397 -1.236  -1.6786
C -1.808 -3.313 -1.136  -0.6714
C -0.011 4.497 2.323  -0.0395
C 2.532 1.735 -0.203  0.6759
C -4.399 -3.181 -1.533  -0.0233
C -0.544 -3.462 -1.698  0.5855
C -6.528 -4.910 -1.324  -0.3413
H 0.632 4.414 5.627  0.4029
H -4.767 -2.676 0.495  0.3958
H 1.951 -0.055 -1.243  0.6468
H -2.827 5.179 0.947  0.3533
H 2.472 2.174 2.509  0.4115
H -2.096 -3.970 -0.344  0.4520
H -1.062 5.449 -1.508  0.4028
H -0.382 3.909 -2.017  0.4027
H -1.966 3.962 -1.238  0.4074
H 1.096 -4.950 -2.950  0.2492
H 2.233 2.708 4.876  0.4208
H 1.783 -3.551 -2.114  0.1644
H 6.108 -1.443 0.384  0.3528
H -0.841 5.538 4.004  0.2810
H 1.976 -6.403 -0.995  0.3274
H -1.867 6.632 0.667  0.3224
H 5.544 2.133 1.307  0.4435
H 6.182 -0.491 1.866  0.3430
H -7.356 -5.597 -1.241  0.3644
H -6.136 -5.392 -3.368  0.3678
H -6.646 -4.274 0.709  0.3655
H 7.017 0.073 0.418  0.3578
H 3.988 -1.293 -0.681  0.4496
H 3.270 -5.708 -1.984  0.3668
H 2.854 -4.999 -0.417  0.2690
H 0.721 2.139 -1.287  0.4603
H -2.161 6.068 2.315  0.3422
H -4.255 -3.793 -3.556  0.4338
H 3.494 3.377 0.791  0.5769

Cartesian forces, eV/Å:
S 0.569 -1.794 0.122
O 0.307 0.578 3.199
O 0.339 -0.835 -2.428
O -0.078 0.042 0.543
O 0.772 0.033 -0.107
N 0.322 -0.665 -1.107
C -0.834 0.247 1.020
C 0.234 -0.105 -0.016
C -0.193 0.000 -0.154
C -0.063 0.198 -0.005
C -0.508 0.422 -0.031
C 0.244 -0.337 -0.108
C -0.018 0.179 0.377
C -0.229 -0.213 0.026
C 0.060 -0.012 -0.313
C -0.465 0.320 -0.679
C 0.015 -0.163 -0.697
C 0.734 0.030 -0.769
C 0.233 0.220 0.557
C -0.528 1.095 0.955
C 0.287 -0.023 0.094
C -0.139 0.074 0.159
C 0.970 -1.038 -0.625
C 0.037 -0.081 -0.059
C -0.326 -0.168 0.397
C -0.295 0.176 -0.367
C -0.093 -0.124 0.263
C -0.055 0.248 -0.097
C -0.181 0.844 -0.411
C 0.679 -0.781 0.214
C 0.262 -0.163 0.103
C 0.029 0.828 0.125
C -1.417 1.501 -0.706
C -0.197 -0.243 0.029
H -0.066 0.034 0.111
H 0.063 0.069 0.117
H -0.214 -0.205 -0.154
H -0.046 -0.061 0.012
H 0.001 -0.135 0.018
H -0.608 0.064 0.386
H -0.038 0.026 -0.008
H -0.052 0.034 0.205
H -0.081 -0.028 0.044
H 0.479 0.006 -0.024
H 0.095 -0.025 0.069
H 0.139 -0.448 -0.115
H -0.009 0.112 0.020
H -0.175 0.186 0.204
H 0.065 -0.078 -0.050
H 0.085 0.048 -0.005
H 0.180 0.169 0.086
H -0.001 0.059 -0.035
H -0.112 -0.086 0.028
H -0.101 -0.057 -0.197
H -0.144 0.045 0.135
H -0.002 0.003 0.048
H -0.031 -0.186 -0.108
H -0.163 0.134 -0.057
H -0.003 0.025 0.008
H -0.057 -0.028 -0.267
H 0.232 -0.127 -0.045
H 0.081 -0.023 -0.018
H 0.007 0.183 0.092

Properties
Kohn-Sham gap (eV): 2.564
ΔE to the lowest compared entry with this formula, charge and spin (eV): 0.719
Multiplicity: 1
Highest occupied orbital energy (eV): -5.46